A structure of composition C36H103CuN6O16 in a non-equilibrium geometry. Source: OMol25; level of theory: ωB97M-V/def2-TZVPD.

Last column: Mulliken charge in e.
Positions of all 162 atoms, in Å:
1 Cu 2.792 -1.605 -1.775  1.593
2 O -1.154 -0.255 -1.553  1.210
3 C -0.091 0.032 -0.824  -0.797
4 O 1.040 -0.474 -1.079  -0.036
5 O -0.179 0.876 0.093  -0.616
6 H -1.855 0.097 -1.000  -0.095
7 C -6.684 -2.749 0.849  -0.401
8 C -6.932 -3.369 -0.464  0.071
9 C -5.773 -3.222 -1.463  -0.347
10 O -6.944 -4.756 -0.120  -0.588
11 H -5.835 -3.162 1.394  0.155
12 H -7.467 -2.702 1.606  0.402
13 H -6.345 -1.733 0.651  -0.235
14 H -7.887 -2.962 -0.796  0.419
15 H -6.091 -3.773 -2.347  0.336
16 H -4.810 -3.570 -1.088  -0.170
17 H -5.611 -2.175 -1.722  0.236
18 H -6.205 -4.953 0.461  0.325
19 C -2.766 -3.304 -2.971  -0.531
20 C -2.060 -2.695 -4.136  0.450
21 C -2.871 -1.712 -4.932  -1.499
22 O -0.847 -2.144 -3.681  -0.591
23 H -3.030 -2.563 -2.216  -0.334
24 H -2.224 -4.173 -2.598  0.251
25 H -3.733 -3.713 -3.265  0.561
26 H -1.612 -3.467 -4.761  0.363
27 H -3.827 -2.129 -5.251  0.468
28 H -2.326 -1.450 -5.839  0.367
29 H -3.121 -0.801 -4.387  0.145
30 H -1.078 -1.497 -3.010  -0.116
31 C 3.803 -2.449 2.693  -1.247
32 C 3.440 -2.617 1.150  0.309
33 C 2.066 -3.260 0.901  -1.095
34 O 1.734 -3.327 -0.484  -0.067
35 C 0.353 -3.883 -0.543  -0.859
36 N 3.501 -1.344 0.459  0.839
37 H 4.867 -2.221 2.750  0.426
38 H 3.644 -3.365 3.262  0.506
39 H 3.282 -1.628 3.186  -0.039
40 H 4.179 -3.259 0.672  0.016
41 H 1.361 -2.650 1.466  0.220
42 H 2.005 -4.291 1.252  0.624
43 H -0.511 -3.321 -0.187  0.103
44 H 0.291 -4.818 0.014  0.445
45 H 0.145 -4.125 -1.585  0.175
46 H 2.930 -0.772 1.065  -0.604
47 H 4.416 -0.918 0.504  0.425
48 C 5.793 1.732 -2.206  -1.710
49 C 4.456 0.996 -2.236  1.445
50 C 3.554 1.155 -3.519  -1.022
51 O 2.429 0.329 -3.417  0.545
52 C 1.360 0.712 -4.239  -0.656
53 N 4.682 -0.357 -1.968  -0.248
54 H 6.390 1.458 -3.077  0.411
55 H 6.345 1.521 -1.290  0.486
56 H 5.606 2.803 -2.288  0.436
57 H 3.848 1.488 -1.477  -1.055
58 H 4.083 0.950 -4.450  0.305
59 H 3.250 2.199 -3.458  0.430
60 H 0.875 1.517 -3.686  0.300
61 H 0.577 -0.046 -4.272  -0.194
62 H 1.683 0.888 -5.265  0.388
63 H 5.233 -0.618 -2.774  0.226
64 H 5.433 -0.308 -1.295  0.261
65 C -0.045 5.817 -0.064  -2.212
66 C 0.121 4.362 0.262  1.685
67 C 1.026 4.070 1.512  -0.497
68 O 2.371 4.323 1.189  -0.484
69 C 2.882 3.228 0.422  -0.176
70 N -1.163 3.668 0.339  0.861
71 H -0.928 5.942 -0.690  0.379
72 H 0.896 6.116 -0.526  0.509
73 H -0.198 6.355 0.871  0.398
74 H 0.521 3.906 -0.644  0.205
75 H 0.755 3.108 1.948  -0.300
76 H 0.846 4.781 2.318  0.479
77 H 3.808 3.550 -0.053  0.318
78 H 2.197 2.809 -0.316  -0.052
79 H 3.201 2.456 1.122  0.083
80 H -1.505 3.675 -0.611  -0.543
81 H -0.973 2.699 0.549  -0.523
82 C -5.697 1.304 -1.740  -1.285
83 C -5.576 1.305 -0.200  0.766
84 C -4.122 1.530 0.229  -1.513
85 O -3.246 0.458 -0.144  -0.802
86 C -3.184 -0.592 0.777  -0.563
87 N -6.312 2.464 0.205  -0.793
88 H -5.333 2.237 -2.171  0.313
89 H -6.722 1.220 -2.101  0.428
90 H -5.109 0.455 -2.087  0.082
91 H -6.015 0.401 0.220  -0.094
92 H -4.038 1.729 1.297  0.349
93 H -3.560 2.387 -0.145  0.779
94 H -4.131 -0.856 1.247  0.485
95 H -2.557 -0.295 1.618  0.285
96 H -2.740 -1.452 0.275  -0.257
97 H -5.899 3.290 -0.203  0.348
98 H -6.072 2.580 1.179  0.266
99 C 4.832 1.694 6.462  -1.507
100 C 3.737 1.507 5.351  0.696
101 C 3.292 2.818 4.609  -0.172
102 O 2.921 3.763 5.594  -0.459
103 C 2.655 5.075 5.020  -0.447
104 N 4.320 0.638 4.311  -0.716
105 H 5.799 1.893 6.001  0.358
106 H 5.037 0.760 6.985  0.420
107 H 4.531 2.473 7.163  0.350
108 H 2.897 0.949 5.767  0.238
109 H 2.437 2.583 3.974  -0.215
110 H 4.107 3.201 3.996  0.441
111 H 2.363 5.806 5.774  0.314
112 H 1.767 5.046 4.390  0.009
113 H 3.527 5.530 4.550  0.345
114 H 3.656 0.446 3.575  0.014
115 H 4.487 -0.245 4.771  0.330
116 C 1.917 -4.654 -4.624  -1.645
117 C 2.410 -3.958 -3.379  1.152
118 C 3.972 -4.016 -3.151  -1.478
119 O 4.261 -3.154 -2.052  0.613
120 C 5.589 -3.398 -1.607  -1.350
121 N 1.977 -2.621 -3.528  0.002
122 H 2.537 -4.482 -5.504  0.410
123 H 0.892 -4.391 -4.888  0.296
124 H 2.100 -5.719 -4.488  0.460
125 H 1.811 -4.377 -2.570  -0.008
126 H 4.528 -3.550 -3.964  0.560
127 H 4.204 -5.069 -2.990  0.431
128 H 6.339 -3.554 -2.382  0.387
129 H 5.532 -4.291 -0.985  0.380
130 H 6.023 -2.645 -0.949  0.335
131 H 2.390 -2.237 -4.366  0.293
132 H 0.981 -2.602 -3.693  -0.161
133 C -3.582 4.733 2.561  -0.175
134 O -2.758 5.445 1.682  -0.682
135 H -3.808 3.740 2.173  -0.201
136 H -3.006 4.641 3.481  0.228
137 H -4.513 5.279 2.718  0.354
138 H -2.080 4.880 1.304  0.351
139 C -1.649 3.146 -3.153  -0.306
140 O -2.355 4.203 -2.538  -0.544
141 H -0.906 2.797 -2.436  -0.247
142 H -2.337 2.331 -3.378  0.180
143 H -1.163 3.536 -4.047  0.538
144 H -2.641 4.649 -3.339  0.359
145 C 0.958 -0.131 3.221  -1.095
146 O 1.753 0.251 2.089  1.113
147 H 1.538 -0.750 3.905  0.438
148 H 0.722 0.785 3.763  0.139
149 H 0.122 -0.768 2.936  0.248
150 H 1.079 0.455 1.436  -0.849
151 C -1.328 3.001 5.033  -0.086
152 O -1.590 1.640 5.328  -0.536
153 H -0.331 3.315 5.342  0.157
154 H -1.447 3.239 3.976  -0.264
155 H -1.938 3.663 5.648  0.467
156 H -2.518 1.448 5.176  0.280
157 C -3.250 -5.167 1.249  -0.368
158 O -4.573 -5.567 1.580  -0.512
159 H -3.057 -5.578 0.258  0.197
160 H -3.169 -4.085 1.146  -0.033
161 H -2.477 -5.547 1.916  0.438
162 H -4.599 -5.908 2.477  0.291

**Spin multiplicity**: 2
**HOMO energy (spin up / spin down)**: -10.6 / -10.6 eV
**Charge**: +1
**⟨S²⟩**: 0.75
**E_LUMO (spin up / spin down)**: -0.0857 / -0.1588 Eh

A cluster of 14 separate species, C36H104N4O24 in total in a non-equilibrium geometry. Source: OMol25; level of theory: ωB97M-V/def2-TZVPD.

Last column: Mulliken charge in e.
Positions of all 168 atoms, in Å:
1 C -3.823 -10.086 -3.063  -1.377
2 C -3.412 -11.286 -3.945  0.684
3 C -3.207 -12.572 -3.119  -0.922
4 O -2.108 -12.575 -2.234  -0.395
5 C -0.896 -12.902 -2.902  -0.761
6 N -4.477 -11.464 -4.887  -0.731
7 H -3.911 -9.302 -3.815  0.368
8 H -3.172 -9.759 -2.252  0.350
9 H -4.797 -10.115 -2.576  0.323
10 H -2.434 -11.056 -4.368  0.128
11 H -3.222 -13.461 -3.750  0.483
12 H -4.034 -12.801 -2.447  0.374
13 H -0.043 -13.210 -2.296  0.292
14 H -0.544 -11.952 -3.305  0.272
15 H -1.031 -13.481 -3.816  0.350
16 H -4.806 -10.560 -5.195  0.290
17 H -5.330 -11.748 -4.426  0.275
18 C 0.215 -1.445 -1.269  -1.313
19 C 0.012 0.008 -0.648  0.246
20 C -0.997 0.169 0.524  -0.618
21 O -1.189 1.549 0.673  -0.284
22 C -2.234 1.830 1.659  -0.776
23 N 1.370 0.457 -0.213  -0.723
24 H 0.978 -2.124 -0.889  0.321
25 H 0.210 -1.518 -2.356  0.319
26 H -0.690 -2.040 -1.143  0.356
27 H -0.281 0.672 -1.462  0.317
28 H -0.709 -0.322 1.453  0.307
29 H -1.975 -0.275 0.341  0.387
30 H -1.949 1.788 2.710  0.316
31 H -3.112 1.186 1.704  0.300
32 H -2.429 2.880 1.444  0.255
33 H 1.626 -0.008 0.646  0.261
34 H 1.100 1.425 -0.113  0.328
35 C 6.050 -8.700 -2.572  -1.394
36 C 6.785 -8.741 -3.869  0.430
37 C 6.028 -9.434 -5.036  -0.791
38 O 4.680 -9.059 -5.035  -0.288
39 C 4.212 -8.789 -6.357  -0.764
40 N 7.096 -7.375 -4.313  -0.730
41 H 6.768 -8.466 -1.786  0.384
42 H 5.566 -9.650 -2.346  0.346
43 H 5.138 -8.112 -2.463  0.336
44 H 7.814 -9.100 -3.870  0.303
45 H 6.089 -10.515 -4.910  0.319
46 H 6.592 -9.091 -5.903  0.487
47 H 4.511 -9.581 -7.044  0.323
48 H 4.658 -7.867 -6.730  0.319
49 H 3.122 -8.793 -6.331  0.230
50 H 7.462 -6.860 -3.525  0.255
51 H 6.212 -6.926 -4.504  0.235
52 C 9.504 3.447 3.954  -1.422
53 C 9.961 3.863 2.608  0.424
54 C 11.398 3.409 2.234  -0.802
55 O 11.770 3.944 1.058  -0.349
56 C 13.072 3.584 0.569  -0.749
57 N 8.919 3.477 1.648  -0.715
58 H 9.329 2.376 4.053  0.367
59 H 8.663 4.040 4.315  0.288
60 H 10.339 3.510 4.652  0.380
61 H 9.972 4.943 2.757  0.261
62 H 11.614 2.341 2.273  0.373
63 H 12.081 3.935 2.901  0.388
64 H 13.817 3.644 1.363  0.299
65 H 13.306 4.193 -0.304  0.267
66 H 13.172 2.594 0.124  0.311
67 H 9.465 3.578 0.804  0.354
68 H 9.044 2.492 1.838  0.326
69 C 2.135 9.677 3.323  -0.412
70 C 3.195 8.490 3.485  -0.333
71 O 3.037 7.573 2.327  -0.522
72 O 0.793 9.225 3.433  -0.514
73 H 2.075 10.302 2.432  0.288
74 H 2.283 10.367 4.153  0.273
75 H 3.063 7.932 4.412  0.301
76 H 4.190 8.934 3.462  0.315
77 H 3.715 6.893 2.323  0.281
78 H 0.812 8.364 3.010  0.323
79 C 1.631 5.566 -4.565  -0.427
80 C 1.419 7.038 -4.073  -0.341
81 O 0.663 7.124 -2.832  -0.497
82 O 2.017 5.405 -5.947  -0.509
83 H 0.668 5.113 -4.330  0.310
84 H 2.279 5.004 -3.892  0.305
85 H 0.807 7.571 -4.801  0.272
86 H 2.392 7.524 -4.010  0.282
87 H 1.385 6.957 -2.221  0.301
88 H 2.968 5.497 -6.031  0.304
89 C -7.480 -3.614 3.456  -0.302
90 C -7.597 -2.754 4.665  -0.340
91 O -8.849 -2.997 5.295  -0.517
92 O -7.668 -2.860 2.269  -0.518
93 H -8.019 -4.561 3.473  0.315
94 H -6.453 -3.953 3.322  0.244
95 H -7.586 -1.686 4.447  0.272
96 H -6.824 -2.875 5.424  0.263
97 H -8.673 -3.832 5.735  0.298
98 H -8.560 -2.948 1.925  0.285
99 C -1.506 -2.646 9.290  -0.390
100 C -0.705 -1.406 9.668  -0.357
101 O 0.675 -1.599 9.941  -0.511
102 O -1.329 -2.863 7.866  -0.545
103 H -2.544 -2.630 9.622  0.313
104 H -1.189 -3.503 9.886  0.247
105 H -1.138 -0.850 10.499  0.343
106 H -0.849 -0.706 8.844  0.283
107 H 1.075 -0.735 9.821  0.311
108 H -0.578 -3.391 7.584  0.307
109 C -1.564 7.678 9.410  -0.267
110 C -2.467 8.884 9.674  -0.434
111 O -2.117 9.646 10.817  -0.496
112 O -2.041 6.731 10.395  -0.525
113 H -0.506 7.924 9.499  0.238
114 H -1.847 7.299 8.428  0.284
115 H -3.515 8.598 9.589  0.265
116 H -2.344 9.632 8.891  0.334
117 H -2.477 9.098 11.519  0.309
118 H -1.653 6.941 11.248  0.292
119 C -0.674 -2.727 -11.340  -0.363
120 C -0.469 -1.992 -10.012  -0.324
121 O 0.382 -0.903 -10.210  -0.545
122 O -1.141 -1.897 -12.342  -0.494
123 H -1.570 -3.344 -11.264  0.282
124 H 0.162 -3.376 -11.602  0.278
125 H -0.102 -2.608 -9.191  0.311
126 H -1.428 -1.593 -9.682  0.231
127 H -0.146 -0.155 -10.499  0.315
128 H -0.360 -1.362 -12.497  0.311
129 C -7.552 3.992 9.567  -0.404
130 C -8.114 4.828 8.391  -0.291
131 O -8.760 5.999 8.733  -0.510
132 O -7.065 4.833 10.530  -0.532
133 H -6.790 3.307 9.194  0.307
134 H -8.311 3.287 9.906  0.266
135 H -8.699 4.252 7.674  0.304
136 H -7.196 5.249 7.982  0.232
137 H -8.469 6.242 9.615  0.302
138 H -6.111 4.728 10.498  0.327
139 C -11.540 2.372 0.473  -0.591
140 C -10.150 2.833 0.012  -0.172
141 O -10.056 4.180 -0.384  -0.526
142 O -12.529 2.201 -0.497  -0.502
143 H -11.892 3.196 1.094  0.317
144 H -11.361 1.599 1.219  0.351
145 H -9.753 2.259 -0.824  0.269
146 H -9.546 2.746 0.915  0.236
147 H -10.880 4.669 -0.434  0.312
148 H -13.136 1.494 -0.264  0.307
149 C 8.626 1.377 -5.289  -0.299
150 C 7.648 0.240 -4.791  -0.483
151 O 7.801 0.086 -3.366  -0.513
152 O 7.971 2.637 -5.194  -0.508
153 H 8.847 1.199 -6.341  0.316
154 H 9.519 1.436 -4.666  0.281
155 H 7.938 -0.639 -5.367  0.289
156 H 6.623 0.396 -5.128  0.305
157 H 7.052 0.564 -3.003  0.317
158 H 8.634 3.221 -5.568  0.296
159 C -4.449 2.834 -6.426  -0.229
160 C -4.775 4.080 -5.677  -0.498
161 O -4.357 5.179 -6.360  -0.495
162 O -5.108 2.574 -7.683  -0.535
163 H -4.602 1.969 -5.781  0.341
164 H -3.393 2.942 -6.673  0.223
165 H -4.475 3.845 -4.655  0.318
166 H -5.842 4.293 -5.609  0.270
167 H -3.487 5.342 -5.989  0.316
168 H -5.018 3.327 -8.272  0.288

**HOMO energy**: -9.3 eV
**Energy relative to the best compared isomer or geometry (same formula, charge and spin)**: 197.1 kcal per mole
**Charge**: 0
**E_LUMO**: 0.0095 Eh

| no. | total energy (eV) |
| --- | --- |
| 1 | -125331.3602 |
| 2 | -94103.7176 |